Here is C43H54BrF6N3O25PS2 as an isolated structure from the OMol25 dataset. Energies are from wB97M-V/def2-TZVPD.

Computed properties:
Total charge: +1
Frontier orbital gap, eV: 6.7
E_HOMO, eV: -10.81
Calculated total energy, hartree: -8026.43930

Element x y z (Å)
H  -1.339  1.251  1.363
H  -3.074  -5.128  -0.704
H  -3.073  -5.433  -2.516
C  5.966  4.726  6.199
C  0.544  4.491  -5.278
H  0.184  -0.218  2.939
F  -4.509  -5.456  3.160
C  0.726  -3.286  3.523
O  1.532  5.060  -3.313
C  1.720  0.951  1.632
C  1.209  0.178  0.272
C  -0.903  -3.266  -0.608
H  -5.617  -2.763  3.135
C  -0.236  -2.530  -3.565
C  0.434  1.484  -0.373
F  -1.328  -5.521  6.144
O  -3.028  3.407  0.594
O  4.665  3.980  -1.273
H  1.213  3.966  -0.995
H  0.461  5.374  1.625
O  -0.543  -3.362  3.367
O  -6.325  -3.270  1.247
H  3.856  2.997  1.647
H  -1.704  -7.942  6.601
O  3.345  2.653  -0.349
H  -1.466  0.295  -1.021
O  6.338  4.781  3.957
H  3.887  6.851  0.417
F  -0.640  4.039  -5.756
C  -1.763  0.859  -3.353
H  1.183  1.728  -1.227
H  -2.670  1.387  -2.871
C  -0.667  -7.987  4.010
C  -4.555  -9.002  -2.006
H  0.623  3.460  3.845
H  0.892  -0.759  -2.603
H  -0.609  3.951  -0.912
H  1.348  3.064  -3.868
O  -6.136  -4.256  -0.780
H  -1.653  2.106  -1.109
H  -5.198  -7.414  -0.681
C  -4.675  -4.485  2.228
O  1.624  7.278  -3.756
O  0.081  6.897  -9.876
C  0.406  -1.190  0.433
H  1.957  -2.446  5.183
H  -6.657  -4.200  3.055
H  -1.734  1.035  -4.489
F  -3.526  -8.191  -2.355
N  2.363  -0.103  -0.638
H  5.174  5.451  6.412
H  -4.922  -9.536  -2.888
O  -5.223  -11.091  0.529
C  -5.855  -4.212  0.382
C  1.238  6.180  -4.035
H  -3.745  -3.921  2.111
H  0.848  7.338  -0.595
O  -4.090  -9.931  -1.049
O  1.492  -4.353  2.949
H  -1.502  -4.369  -4.200
H  2.245  4.775  2.881
O  -0.539  1.353  -2.696
C  -1.652  -6.355  5.127
C  -2.155  -7.666  5.644
H  -3.241  -7.683  5.749
C  0.783  3.997  -3.888
H  -1.803  -6.381  -1.438
H  2.871  0.796  1.678
H  -0.143  3.858  -3.323
C  0.398  2.682  0.751
O  -1.723  -8.574  4.640
O  -5.020  -5.095  1.001
F  1.857  4.670  -7.966
C  -1.110  -3.783  -3.309
C  5.757  3.939  4.944
H  1.343  4.252  -5.983
S  4.036  -2.411  0.072
C  -2.123  3.394  1.444
H  1.030  -5.190  3.229
O  7.179  5.407  5.955
H  -0.289  5.935  -8.092
P  1.834  3.406  3.104
H  -1.918  -0.266  -3.202
C  -5.152  -10.169  -0.229
C  -2.389  -5.415  -1.583
C  0.566  5.968  -10.749
C  1.260  0.216  2.972
C  1.709  5.660  -8.885
C  1.345  -2.034  4.295
C  2.948  3.132  0.933
C  7.235  5.580  4.605
C  1.422  6.419  -0.187
C  -0.955  2.318  1.599
H  1.965  5.971  -1.084
O  0.457  5.893  -5.114
H  4.701  3.760  4.734
H  3.132  -0.708  3.964
H  2.586  -1.616  2.415
C  2.225  -1.054  3.337
C  -0.883  1.249  -1.271
C  -5.871  -3.642  2.540
H  0.043  -2.180  -4.618
O  0.308  5.944  -11.915
S  2.651  7.093  1.046
C  -1.431  -4.122  -1.812
O  7.972  6.343  4.054
N  4.654  2.978  -0.627
H  2.825  4.285  0.846
H  -0.745  2.256  2.738
C  -5.608  -8.243  -1.264
H  -1.186  -3.579  0.451
N  1.702  2.483  1.535
O  -0.001  -8.520  3.174
C  -0.012  -1.982  -0.867
H  0.448  -1.461  4.745
O  2.912  2.795  4.042
H  6.281  2.979  4.956
H  0.911  -1.962  1.135
C  0.346  5.391  0.490
H  -0.581  -0.921  0.986
O  -6.128  -9.228  -0.383
H  -2.332  -5.849  4.436
H  2.642  6.224  -8.974
C  0.274  -1.679  -2.348
H  1.276  0.831  3.935
C  3.112  -1.082  -0.260
H  -6.386  -7.857  -1.924
H  0.753  7.368  -7.966
F  6.137  3.907  7.263
C  0.509  6.501  -8.581
C  0.333  3.964  -0.241
O  1.388  5.074  -10.127
H  -0.679  5.894  0.293
Br  -2.185  4.877  2.807
O  -0.470  -6.709  4.447


Here is a 6-piece molecular cluster, C46H47FIN2O12 overall from the OMol25 dataset. Energies are from wB97M-V/def2-TZVPD.

Computed properties:
Total charge: +1
Frontier orbital gap, eV: 7.6
E_HOMO, eV: -11.34
Calculated total energy, hartree: -3190.57677

Element x y z (Å)
C  -0.566  0.671  4.979
H  -1.712  6.150  -7.481
C  3.157  0.840  9.272
H  0.357  3.074  5.447
O  -2.609  3.721  -7.698
C  6.079  0.908  -7.982
C  3.671  -0.251  8.278
H  2.641  0.945  6.828
C  -0.260  -0.588  -4.990
C  -1.438  -1.331  -4.489
C  -4.517  -3.941  -8.591
C  1.054  -1.383  -3.081
N  2.966  -1.426  0.862
H  -1.815  3.066  4.136
C  1.053  0.281  3.221
O  -0.065  -2.780  -1.552
H  -5.776  -5.732  -5.861
H  -2.742  3.290  5.625
C  4.690  1.573  -6.072
C  1.574  -0.996  1.140
H  -0.816  1.333  2.948
H  4.077  2.273  -5.517
C  3.198  -0.009  6.829
F  3.006  -0.849  3.821
H  -6.578  -0.505  1.680
C  -3.548  -0.535  0.021
H  -2.340  -1.257  -5.080
O  4.376  -0.048  -4.394
C  5.716  -0.743  -6.201
H  -1.600  -0.482  1.017
H  -2.628  0.923  4.659
O  2.294  4.822  -6.018
H  1.163  -1.723  1.861
C  -1.298  -1.512  9.129
C  1.826  -0.356  4.196
H  6.884  -1.130  -7.924
O  2.226  -1.033  6.387
C  -3.879  -4.795  -5.932
C  1.533  0.432  1.795
H  2.941  -1.894  -0.040
H  -5.640  -0.576  -0.626
H  4.003  0.112  6.094
C  6.272  -0.431  -7.369
C  -3.162  -0.455  2.444
H  -3.560  -5.077  -4.936
O  6.584  1.190  -9.045
C  0.223  5.652  -6.778
H  -2.225  -2.598  -2.991
C  5.245  1.886  -7.240
C  -5.477  -4.745  -7.795
H  -1.785  -0.536  9.254
H  2.897  0.381  10.231
C  -5.512  -0.503  1.487
H  -4.834  -3.658  -9.586
C  -0.125  -2.130  -2.578
C  -1.487  3.974  -7.315
H  0.900  1.138  1.246
H  -2.254  0.969  6.363
H  0.787  0.174  7.914
O  -3.077  -0.562  -1.094
C  1.169  4.572  -6.403
C  4.883  0.234  -5.462
H  0.591  6.666  -6.688
H  3.937  1.602  9.382
C  -5.063  -5.145  -6.426
C  -2.666  -0.488  1.211
C  -1.375  -2.048  -3.371
C  -4.627  -0.458  2.677
H  2.551  0.842  1.856
H  -2.527  -0.422  3.317
H  1.960  -1.452  -2.492
H  -0.892  0.593  7.663
C  0.690  3.176  -6.516
H  -2.619  -3.004  -8.660
C  -0.539  2.897  -6.939
C  -3.332  -3.591  -8.096
I  -1.415  -2.769  6.363
C  -0.435  -1.550  7.833
H  2.273  1.372  8.890
C  -1.894  1.293  5.386
C  -1.835  2.834  5.211
H  3.202  -2.134  1.549
O  -5.078  -0.427  3.803
C  -0.170  0.799  3.640
C  -0.598  3.492  5.809
H  5.845  -1.714  -5.739
O  -6.556  -5.062  -8.242
H  1.840  -0.115  -4.579
H  0.491  -2.069  8.093
H  -0.898  1.882  -7.028
H  4.763  -0.154  8.266
H  -0.703  -1.768  10.014
H  -2.109  -2.248  9.087
O  -0.308  0.067  -6.011
H  5.115  2.857  -7.700
C  -5.011  -0.542  0.254
H  1.393  2.400  -6.239
N  0.216  0.060  5.897
H  -0.614  4.547  5.482
H  3.370  -1.263  8.572
C  -2.921  -3.991  -6.729
C  0.990  -0.668  -4.199
H  0.077  4.093  7.511
O  -0.616  3.479  7.240
H  0.927  -1.049  0.258
C  -1.008  5.376  -7.202
C  1.403  -0.444  5.483
C  -0.109  -0.092  7.341
O  -1.839  -3.673  -6.278


Here is a 4-piece molecular cluster, C2H12O3S overall from the OMol25 dataset. Energies are from wB97M-V/def2-TZVPD.

Computed properties:
Total charge: 0
SMILES: CCS.O.O.O
Frontier orbital gap, eV: 9.7
ΔE to the lowest compared entry with this formula, charge and spin, kJ/mol: 53.81
E_HOMO, eV: -9.22
Calculated total energy, hartree: -707.28405

Element x y z (Å)
H  2.451  -1.588  2.561
H  3.337  -0.023  1.226
O  3.276  -1.913  2.173
S  -2.400  -0.153  0.884
H  4.008  -1.528  2.668
H  -3.668  0.836  -1.591
H  2.895  0.768  -0.002
H  -0.900  1.178  -0.318
H  1.459  -1.759  -1.444
H  -2.135  -0.065  -2.112
O  0.947  -1.499  -0.666
C  -2.579  0.843  -1.698
H  -2.301  1.647  -2.407
C  -1.970  1.133  -0.332
H  -3.557  0.375  1.249
H  -2.335  2.109  -0.012
H  0.090  -1.222  -1.006
O  3.382  0.862  0.827


Which of these has the highest E_HOMO? C2H12O3S


Which of these has the lowest frontier orbital gap? C43H54BrF6N3O25PS2